(1)
The molecule C3H3N3S in a non-equilibrium geometry, computed with ωB97M-V/def2-TZVPD.

Properties
Total charge: 0
Gap between HOMO and LUMO, eV: 7.7
Highest occupied orbital energy, eV: -9.155
Energy above the lowest of the compared OMol25 structures with the same formula, charge and spin, kcal/mol: 15.4
LUMO energy, eV: -1.5

Geometry (Å):
C -0.383 -0.773 1.316
C 0.134 0.420 -0.559
C -1.076 -1.243 0.093
H 0.094 -0.929 3.160
H 1.184 0.717 1.178
H -1.720 -2.131 0.087
N -0.485 -1.355 2.431
N 0.370 0.285 0.785
N -0.831 -0.540 -0.956
S 0.938 1.449 -1.584

=====

(2)
A 5-piece molecular cluster, C24H57N3O7 overall in a non-equilibrium geometry, computed with ωB97M-V/def2-TZVPD.

Properties
Total charge: 0
Gap between HOMO and LUMO, eV: 9.7
Highest occupied orbital energy, eV: -8.925
LUMO energy, eV: 0.8

Geometry (Å):
C 1.658 -3.054 -1.638
C 2.778 -2.850 -2.655
C 2.504 -1.855 -3.790
N 2.221 -0.468 -3.364
C 0.904 0.113 -3.279
N 1.112 1.586 -3.232
O 0.130 -0.144 -2.097
C -1.030 0.558 -2.353
O -1.753 1.010 -1.513
O -1.250 0.616 -3.681
C -0.199 -0.108 -4.339
C -0.777 -1.536 -4.642
N -2.079 -1.805 -4.048
C -2.077 -2.618 -2.842
H 1.524 -2.185 -0.990
H 0.719 -3.305 -2.126
H 1.915 -3.891 -0.981
H 2.987 -3.813 -3.141
H 3.708 -2.565 -2.150
H 1.753 -2.221 -4.480
H 3.434 -1.804 -4.371
H 2.624 -0.390 -2.432
H 1.867 1.753 -2.574
H 1.410 1.917 -4.141
H 0.073 0.374 -5.278
H -0.903 -1.581 -5.729
H -0.071 -2.327 -4.388
H -2.662 -2.254 -4.737
H -1.563 -3.582 -2.967
H -3.112 -2.841 -2.569
H -1.623 -2.096 -1.999
C 1.418 5.390 -1.645
C 1.875 4.475 -0.522
O 3.145 3.882 -0.739
C 4.235 4.774 -0.876
C 4.470 5.657 0.338
H 1.398 4.849 -2.592
H 0.413 5.758 -1.436
H 2.071 6.257 -1.762
H 1.184 3.636 -0.439
H 1.850 5.002 0.438
H 4.122 5.387 -1.778
H 5.103 4.135 -1.035
H 3.631 6.327 0.528
H 5.357 6.274 0.182
H 4.624 5.047 1.229
C 1.117 0.528 2.963
C 1.031 -0.475 1.826
O 1.638 -1.729 2.103
C 1.097 -2.449 3.193
C -0.373 -2.801 3.038
H 2.154 0.703 3.248
H 0.680 1.477 2.653
H 0.578 0.194 3.851
H 1.571 -0.086 0.962
H -0.008 -0.613 1.508
H 1.264 -1.910 4.133
H 1.688 -3.364 3.245
H -1.005 -1.913 2.995
H -0.703 -3.402 3.886
H -0.535 -3.372 2.123
C -6.201 -2.859 -1.908
C -6.251 -3.902 -3.011
O -5.634 -5.132 -2.675
C -6.178 -5.817 -1.561
C -7.641 -6.193 -1.715
H -5.170 -2.670 -1.610
H -6.638 -1.924 -2.260
H -6.754 -3.168 -1.020
H -5.697 -3.541 -3.879
H -7.283 -4.064 -3.341
H -6.026 -5.239 -0.642
H -5.575 -6.721 -1.468
H -8.285 -5.317 -1.797
H -7.970 -6.765 -0.846
H -7.787 -6.804 -2.607
C 3.633 4.445 6.289
C 2.409 4.213 5.419
O 1.920 2.886 5.449
C 1.508 2.397 6.711
C 0.381 3.192 7.349
H 4.438 3.768 6.003
H 3.982 5.472 6.170
H 3.420 4.289 7.347
H 2.663 4.393 4.374
H 1.615 4.923 5.679
H 2.362 2.325 7.395
H 1.172 1.377 6.519
H 0.677 4.217 7.573
H 0.081 2.722 8.287
H -0.484 3.227 6.686

=====

(3)
The molecule C3H3F3 in a non-equilibrium geometry, computed with ωB97M-V/def2-TZVPD.

Properties
Total charge: 0
Gap between HOMO and LUMO, eV: 11.6
Highest occupied orbital energy, eV: -10.742
Energy above the lowest of the compared OMol25 structures with the same formula, charge and spin, kcal/mol: 9.4
LUMO energy, eV: 0.9

Geometry (Å):
C 0.619 -0.482 -0.082
C -0.256 0.724 -0.100
C 0.208 1.887 -0.518
H 1.590 -0.248 -0.585
H 1.200 2.017 -1.011
H -0.451 2.788 -0.510
F 0.845 -0.870 1.184
F 0.051 -1.527 -0.726
F -1.536 0.472 0.243

=====

(4)
A 4-piece molecular cluster, C20H38F12INO10S2 overall in a non-equilibrium geometry, computed with ωB97M-V/def2-TZVPD.

Properties
Total charge: 0
Gap between HOMO and LUMO, eV: 9.0
Highest occupied orbital energy, eV: -8.924
Energy above the lowest of the compared OMol25 structures with the same formula, charge and spin, kcal/mol: 0.0
LUMO energy, eV: 0.1

Geometry (Å):
C 3.292 2.361 2.042
C 3.036 3.230 0.810
O 2.910 4.598 1.251
C 1.739 2.821 0.084
N 1.899 2.640 -1.343
C 2.481 1.365 -1.740
C 1.517 0.473 -2.493
O 0.649 -0.092 -1.506
C -0.137 -1.162 -1.914
C 0.714 -2.420 -1.676
C 0.294 -3.753 -2.293
C 0.870 -4.885 -1.419
I 1.181 -3.998 -4.246
O -0.411 -1.054 -3.324
S -1.887 -1.475 -3.730
O -2.641 -0.370 -4.220
O -1.897 -2.626 -4.559
O -2.333 -1.825 -2.252
C -1.521 -1.115 -1.236
C -2.184 0.259 -1.162
C -1.378 1.367 -0.455
C -2.216 2.595 -0.081
F -3.192 2.772 -1.013
F -1.396 3.685 -0.082
C -2.870 2.432 1.313
F -3.901 1.551 1.171
F -1.992 1.876 2.193
S -3.538 4.028 2.118
F -3.490 3.334 3.546
F -5.045 3.550 1.975
F -3.652 4.725 0.708
F -2.059 4.535 2.299
F -4.046 5.351 2.796
C -1.769 -2.016 -0.020
C -1.550 -1.439 1.370
O -2.290 -2.288 2.239
C -0.103 -1.495 1.866
F 0.695 -0.562 1.324
F 0.437 -2.722 1.682
F -0.105 -1.270 3.211
H 3.744 2.970 2.815
H 3.971 1.538 1.842
H 2.353 1.998 2.447
H 3.888 3.246 0.143
H 2.180 4.613 1.870
H 1.028 3.626 0.243
H 1.345 1.927 0.578
H 1.040 2.826 -1.833
H 3.419 1.471 -2.280
H 2.725 0.815 -0.829
H 2.094 -0.287 -3.015
H 0.965 1.060 -3.221
H 0.724 -2.566 -0.601
H 1.739 -2.235 -1.973
H -0.777 -3.898 -2.335
H 0.197 -5.069 -0.582
H 0.974 -5.804 -1.977
H 1.832 -4.570 -1.031
H -2.426 0.620 -2.151
H -3.135 0.126 -0.653
H -0.661 1.754 -1.167
H -0.792 1.016 0.381
H -2.832 -2.222 -0.066
H -1.267 -2.968 -0.126
H -1.947 -0.437 1.470
H -2.595 -1.765 2.979
C 0.219 -0.234 -6.397
O 1.613 -0.158 -6.096
H -0.297 -0.361 -5.452
H -0.130 0.685 -6.873
H -0.002 -1.090 -7.038
H 2.087 -0.047 -6.922
C 0.049 -6.088 3.411
O 1.245 -5.696 2.745
H 0.235 -7.049 3.882
H -0.226 -5.363 4.182
H -0.779 -6.193 2.705
H 1.077 -4.847 2.331
C 1.855 2.805 5.890
O 3.000 2.158 5.343
H 1.289 3.225 5.062
H 1.221 2.094 6.426
H 2.145 3.613 6.566
H 3.502 1.786 6.071

=====

(5)
A 12-piece molecular cluster, C21H48N12O18 overall in a non-equilibrium geometry, computed with ωB97M-V/def2-TZVPD.

Properties
Total charge: 0
Gap between HOMO and LUMO, eV: 10.8
Highest occupied orbital energy, eV: -11.009
LUMO energy, eV: -0.2

Geometry (Å):
C 4.912 0.275 -2.467
C 5.037 -1.113 -3.120
C 6.375 -1.398 -3.855
C 7.597 -0.881 -3.209
N 8.515 -0.453 -2.658
H 5.741 0.416 -1.748
H 3.972 0.437 -2.072
H 5.135 1.016 -3.241
H 4.173 -1.361 -3.869
H 4.891 -1.905 -2.377
H 6.281 -0.929 -4.847
H 6.429 -2.463 -4.106
C 3.748 3.941 -3.955
C 2.817 2.880 -4.516
C 1.946 2.256 -3.435
C 1.192 1.127 -3.916
N 0.436 0.318 -4.231
H 4.343 4.288 -4.752
H 4.311 3.518 -3.121
H 3.224 4.743 -3.429
H 3.488 2.137 -4.970
H 2.172 3.191 -5.319
H 1.221 3.001 -3.089
H 2.548 1.927 -2.546
C -5.572 2.139 3.974
C -4.409 1.821 4.919
C -3.457 0.714 4.409
C -2.981 1.084 3.026
N -2.712 1.331 1.930
H -5.149 2.042 2.960
H -5.954 3.155 4.040
H -6.427 1.448 4.137
H -4.681 1.482 5.884
H -3.767 2.642 5.227
H -3.987 -0.229 4.420
H -2.623 0.511 5.037
C -3.084 1.542 -2.603
N -3.530 2.643 -1.750
O -2.756 3.148 -0.941
O -4.680 2.982 -1.923
H -3.680 1.588 -3.517
H -3.296 0.648 -2.055
H -1.994 1.601 -2.726
C 0.110 -2.593 5.755
N -0.769 -1.486 5.142
O -0.945 -0.535 5.926
O -1.351 -1.691 4.102
H 0.221 -3.302 4.974
H -0.565 -3.020 6.541
H 1.021 -2.177 6.203
C -2.438 -3.681 1.854
N -1.178 -4.086 2.513
O -1.228 -4.806 3.530
O -0.163 -3.746 1.908
H -3.316 -4.343 2.001
H -2.157 -3.544 0.817
H -2.658 -2.687 2.296
C 3.102 -3.614 0.273
N 2.988 -4.163 -1.187
O 1.888 -4.426 -1.537
O 4.002 -4.167 -1.881
H 2.106 -3.696 0.708
H 3.499 -2.640 0.156
H 3.706 -4.329 0.773
C -0.312 4.275 0.661
N 0.699 4.186 -0.465
O 0.365 4.692 -1.504
O 1.803 3.725 -0.250
H -0.459 3.310 1.143
H -1.261 4.622 0.201
H -0.063 5.088 1.380
C -6.122 -0.412 0.804
N -6.000 -1.903 0.657
O -5.521 -2.548 1.555
O -6.471 -2.390 -0.336
H -5.321 -0.162 1.500
H -7.139 -0.235 1.145
H -5.917 0.002 -0.212
C 2.846 1.432 2.485
N 2.043 0.444 3.294
O 0.824 0.433 3.311
O 2.749 -0.362 3.959
H 3.509 1.923 3.128
H 2.141 2.135 1.966
H 3.319 0.785 1.747
C -0.437 -0.442 0.386
N 0.787 0.190 -0.173
O 0.761 1.369 -0.383
O 1.794 -0.503 -0.297
H -1.061 0.361 0.812
H -0.175 -1.236 1.079
H -0.918 -0.913 -0.459
C -0.966 -2.703 -4.460
N -1.327 -1.834 -3.315
O -2.233 -1.045 -3.451
O -0.766 -2.110 -2.257
H -0.632 -2.026 -5.246
H -1.886 -3.197 -4.795
H -0.293 -3.478 -4.081

=====

(6)
A 5-piece molecular cluster, H10O5 overall, computed with ωB97M-V/def2-TZVPD.

Properties
Total charge: 0
Gap between HOMO and LUMO, eV: 11.8
Highest occupied orbital energy, eV: -11.452
Energy above the lowest of the compared OMol25 structures with the same formula, charge and spin, kcal/mol: 32.2
LUMO energy, eV: 0.3

Geometry (Å):
O 1.466 -2.483 -3.326
H 0.714 -3.001 -3.617
H 1.204 -2.139 -2.472
O 1.008 -0.031 -0.221
H 1.074 0.732 -0.795
H 0.819 0.334 0.643
O -2.585 0.548 3.310
H -1.884 0.026 2.919
H -2.915 1.084 2.589
O -0.875 1.035 -4.393
H -1.117 0.221 -3.951
H -1.485 1.100 -5.127
O 1.517 1.125 4.529
H 2.283 0.780 4.987
H 0.775 0.669 4.926

=====

(7)
The molecule C6H10O2 in a non-equilibrium geometry, computed with ωB97M-V/def2-TZVPD.

Properties
Total charge: 0
Gap between HOMO and LUMO, eV: 9.3
Highest occupied orbital energy, eV: -8.521
Energy above the lowest of the compared OMol25 structures with the same formula, charge and spin, kcal/mol: 24.8
LUMO energy, eV: 0.7

Geometry (Å):
C 0.156 -0.869 -0.097
C 1.283 -1.882 0.027
C -1.376 1.544 -1.098
C 0.587 0.553 0.132
C -0.895 -0.966 1.037
C -0.197 1.597 -0.178
O 1.692 0.668 0.924
O -2.083 -0.970 0.871
H 1.842 1.597 1.138
H -0.364 -0.945 -1.054
H -0.429 -1.116 2.028
H 0.140 2.584 0.112
H 2.030 -1.706 -0.745
H 0.890 -2.889 -0.086
H 1.771 -1.797 0.994
H -1.119 1.096 -2.058
H -1.749 2.547 -1.289
H -2.180 0.956 -0.659

=====

(8)
A 2-piece molecular cluster, C10H11BrO8S overall in a non-equilibrium geometry, computed with ωB97M-V/def2-TZVPD.

Properties
Total charge: -2
Gap between HOMO and LUMO, eV: 4.5
Highest occupied orbital energy, eV: -0.014
LUMO energy, eV: 4.4

Geometry (Å):
C -2.922 0.814 -2.167
C -1.839 0.891 -1.056
C -1.847 -0.443 -0.251
Br -1.407 -1.854 -1.595
C -0.689 -0.434 0.778
C -0.275 0.619 1.473
C 0.908 0.430 2.388
O 1.005 0.957 3.430
C 1.963 -0.503 1.850
C 1.555 -1.539 1.181
C 2.403 -2.588 0.530
O 1.935 -2.717 -0.829
O 1.425 -3.991 -1.031
C 0.057 -1.711 1.048
O -0.450 -2.782 1.193
H -3.555 1.708 -2.175
H -3.580 -0.058 -2.064
H -2.472 0.729 -3.160
H -0.871 0.909 -1.559
H -1.937 1.759 -0.404
H -2.810 -0.658 0.213
H -0.760 1.608 1.371
H 3.021 -0.317 2.018
H 2.300 -3.570 0.997
H 3.441 -2.253 0.446
H 0.613 -4.071 -0.499
O 1.347 3.072 -1.659
S 0.961 3.821 -0.431
O -0.341 3.282 0.076
O 0.825 5.267 -0.737
O 1.994 3.624 0.625

=====

(9)
C15H31BrMgP2 as an isolated structure in a non-equilibrium geometry, computed with ωB97M-V/def2-TZVPD.

Properties
Total charge: 0
Gap between HOMO and LUMO, eV: 6.7
Highest occupied orbital energy, eV: -6.941
LUMO energy, eV: -0.2

Geometry (Å):
P -0.963 -1.548 -1.213
P 2.182 -1.067 -0.220
C 0.435 -2.568 -1.897
C 1.647 -2.685 -0.970
H 0.713 -2.102 -2.855
H 0.033 -3.570 -2.105
H 1.465 -3.374 -0.129
H 2.512 -3.068 -1.532
C 3.159 -0.431 -1.638
H 3.582 0.546 -1.376
H 2.511 -0.309 -2.515
H 3.968 -1.137 -1.863
C 3.477 -1.652 0.917
H 4.305 -2.082 0.335
H 3.029 -2.413 1.570
H 3.835 -0.817 1.530
C -2.110 -1.729 -2.618
H -3.048 -1.227 -2.354
H -2.285 -2.791 -2.840
H -1.660 -1.228 -3.488
C -1.604 -2.783 -0.018
H -0.890 -2.917 0.807
H -1.769 -3.740 -0.532
H -2.553 -2.405 0.387
Mg -2.608 2.576 2.419
C 1.964 1.024 1.123
C 1.727 1.819 0.024
C 0.665 1.552 -0.964
C -0.647 2.370 -0.801
C -1.723 1.576 -0.144
C -1.578 0.845 0.998
C -0.383 0.067 1.454
C 0.825 0.780 2.108
C -4.395 3.703 2.463
H 2.969 1.045 1.562
H 2.375 2.680 -0.199
H 0.386 0.477 -0.971
H 1.068 1.734 -1.976
H -0.446 3.296 -0.230
H -0.975 2.674 -1.807
H -2.748 1.761 -0.494
H -2.507 0.552 1.545
H 0.027 -0.557 0.621
H -0.752 -0.683 2.179
H 0.509 1.734 2.577
H 1.185 0.137 2.924
H -4.743 4.037 3.448
H -5.203 3.146 1.969
H -4.136 4.599 1.884
Br -0.824 4.153 2.905